No. 1
# C2H6O4

C2H6O4 in the gas phase in a non-equilibrium geometry (wB97M-V/def2-TZVPD, the OMol25 dataset).

* energy above the lowest of the compared OMol25 structures with the same formula, charge and spin: 27.4 kcal per mole
* E_LUMO: 0.616 eV
* frontier orbital gap: 10.798 eV
* E_tot: -380.7318 hartree
* structure (SMILES): OC(O)C(O)O

Geometry (Å):
H (-1.382, -1.386, 0.452)
O (0.830, -1.126, 0.775)
H (-0.890, 0.862, -1.292)
H (0.887, -0.862, -1.294)
H (1.383, 1.386, 0.449)
O (-1.550, -0.898, -0.367)
O (1.549, 0.898, -0.371)
H (-1.732, 1.460, 0.791)
O (-0.828, 1.127, 0.777)
C (0.655, -0.357, -0.354)
C (-0.656, 0.357, -0.353)
H (1.734, -1.460, 0.786)

Atom-resolved charges from Löwdin, all expressed in e: 0.073 0.040 0.163 0.163 0.073 -0.056 -0.056 0.120 0.040 -0.340 -0.340 0.120

***

No. 2
# C4H5N3O

A molecular structure, C4H5N3O in a non-equilibrium geometry (wB97M-V/def2-TZVPD, the OMol25 dataset).

* energy above the lowest of the compared OMol25 structures with the same formula, charge and spin: 162.1 kcal per mole
* E_LUMO: 0.482 eV
* frontier orbital gap: 8.987 eV
* E_tot: -394.7092 hartree

Geometry (Å):
O (-0.459, 1.408, -1.875)
N (-1.353, -0.112, 0.800)
H (1.376, 1.796, -0.576)
C (-0.012, -0.439, 0.663)
N (-2.015, 0.489, -0.323)
H (1.427, -1.564, 1.607)
C (0.359, -0.076, -0.541)
N (0.502, -1.231, 1.605)
H (0.236, -1.104, 2.545)
C (-0.889, 0.292, -1.089)
H (-1.655, -1.048, 1.135)
C (0.871, 1.039, -1.542)
H (1.613, 0.550, -2.409)

Atom-resolved charges from Löwdin, all expressed in e: -0.040 0.008 0.201 -0.405 0.133 0.094 -0.107 0.155 0.092 -0.308 0.152 -0.138 0.162

***

No. 3
# C6H6O2

C6H6O2 in the gas phase in a non-equilibrium geometry (wB97M-V/def2-TZVPD, the OMol25 dataset).

* energy above the lowest of the compared OMol25 structures with the same formula, charge and spin: 88.7 kcal per mole
* E_LUMO: 0.607 eV
* frontier orbital gap: 9.692 eV
* E_tot: -382.5444 hartree
* structure (SMILES): O=C1[C@H]2C=C[C@@H]1[C@H]2O

Geometry (Å):
H (2.038, -0.723, 1.281)
C (0.498, 1.346, -0.415)
H (-2.793, -0.070, 0.863)
O (-2.288, 0.350, -0.064)
C (1.055, -0.925, -0.444)
C (0.027, 0.465, 1.004)
H (-0.150, 0.109, -2.174)
H (-0.891, -1.473, 0.078)
C (1.103, -0.448, 0.846)
O (0.979, 2.350, -0.718)
C (0.020, -0.041, -1.114)
H (-0.463, 0.939, 1.832)
H (1.801, -1.594, -0.926)
C (-0.936, -0.285, -0.049)

Atom-resolved charges from Löwdin, all expressed in e: 0.108 -0.221 0.203 -0.110 -0.063 -0.073 0.149 0.181 -0.106 0.178 -0.163 0.127 0.125 -0.335

***

No. 4
# C3H3HgO4

A molecular structure, C3H3HgO4 in a non-equilibrium geometry (wB97M-V/def2-TZVPD, the OMol25 dataset).

* energy above the lowest of the compared OMol25 structures with the same formula, charge and spin: 9.3 kcal per mole
* E_LUMO (alpha / beta): -4.809 / -8.539 eV
* frontier orbital gap (alpha / beta): 8.990 / 7.317 eV
* 2S+1: 3
* E_tot: -570.0578 hartree
* net charge: +1

Geometry (Å):
H (-0.750, -1.956, 0.487)
H (-2.566, -0.609, -0.660)
Hg (-0.178, 2.302, 1.252)
C (-0.471, -1.034, -0.054)
C (-1.668, -0.136, -0.218)
O (3.185, 0.085, -0.242)
O (1.667, 1.681, -0.176)
C (2.066, 0.550, -0.214)
H (-0.158, -1.391, -1.056)
O (0.607, -0.458, 0.599)
O (-1.734, 0.966, 0.283)

Atom-resolved charges from Löwdin, all expressed in e: 0.185 0.167 1.090 -0.166 -0.138 0.212 0.007 -0.430 0.159 0.017 -0.103

***

No. 5
# C5H7NO

A molecular structure, C5H7NO (wB97M-V/def2-TZVPD, the OMol25 dataset).

* energy above the lowest of the compared OMol25 structures with the same formula, charge and spin: 135.9 kcal per mole
* E_LUMO (alpha / beta): -0.285 / -0.306 eV
* frontier orbital gap (alpha / beta): 7.668 / 7.608 eV
* E_tot: -324.5080 hartree

Geometry (Å):
H (0.681, -0.912, -1.860)
C (0.122, 0.864, 0.734)
H (2.127, 1.315, 0.132)
C (1.230, 0.777, -0.176)
H (1.674, -0.946, 1.193)
O (-1.211, -0.774, -0.341)
H (-2.981, 0.876, -0.410)
N (-2.201, 1.296, 0.097)
C (-0.032, -1.378, -0.051)
C (-1.217, 0.521, 0.148)
H (0.091, 1.472, 1.638)
C (0.933, -0.527, 0.520)
H (-0.119, -2.448, 0.106)
H (0.902, -0.135, -1.730)

Atom-resolved charges from Löwdin, all expressed in e: 0.087 -0.128 0.088 -0.067 0.141 0.016 0.074 0.186 -0.123 -0.394 0.142 -0.231 0.131 0.078

***

No. 6
# C12H21N3O2S6Tc

A molecular structure, C12H21N3O2S6Tc in a non-equilibrium geometry (wB97M-V/def2-TZVPD, the OMol25 dataset).

* energy above the lowest of the compared OMol25 structures with the same formula, charge and spin: 38.0 kcal per mole
* E_LUMO (alpha / beta): -8.980 / -9.043 eV
* frontier orbital gap (alpha / beta): 4.679 / 4.505 eV
* 2S+1: 2
* E_tot: -3253.9271 hartree
* net charge: +2

Geometry (Å):
H (1.107, 2.845, -0.247)
C (-2.968, -1.045, 3.576)
H (-3.823, -3.010, 3.384)
H (0.080, 4.779, -3.437)
H (-3.596, -0.585, 2.811)
C (2.130, -3.703, -0.075)
H (-0.053, 0.018, -3.186)
O (-1.433, -2.091, 1.407)
H (-2.197, -3.010, 4.065)
H (-2.881, 1.111, -2.742)
H (1.833, 3.296, -2.345)
N (-1.521, 1.274, -1.199)
C (-1.799, 1.199, -2.632)
N (-1.669, -0.357, 3.585)
H (-1.414, -0.075, -4.308)
C (-0.025, 4.384, -2.431)
H (1.385, -2.959, 0.193)
C (5.200, 0.435, -0.342)
H (-1.819, 0.643, 3.728)
H (-1.474, -0.938, -2.779)
C (3.976, -1.707, 0.449)
C (-0.504, 1.781, -0.535)
S (1.915, -0.899, 2.047)
S (3.719, -3.415, 0.761)
H (2.310, -3.713, -1.146)
H (-1.081, 4.231, -2.220)
Tc (-0.316, -0.681, 1.776)
C (3.168, -0.689, 0.862)
S (3.688, 0.920, 0.399)
C (-2.286, -2.948, 1.939)
C (0.764, 3.087, -2.290)
O (-2.593, -3.970, 1.403)
C (-1.137, -0.024, -3.259)
S (-0.521, 1.586, 1.229)
H (0.535, 2.374, -3.080)
H (1.798, -4.685, 0.245)
H (0.351, 5.127, -1.732)
N (0.517, 2.481, -0.986)
H (-1.478, 2.113, -3.130)
H (-3.463, -0.903, 4.547)
C (-2.840, -2.542, 3.315)
S (6.257, 1.511, -0.986)
H (-1.121, -0.698, 4.376)
S (5.459, -1.289, -0.374)
H (-2.177, 0.742, -0.639)

Atom-resolved charges from Löwdin, all expressed in e: 0.117 -0.206 0.144 0.094 0.134 -0.344 0.074 -0.239 0.139 0.137 0.134 0.039 -0.195 -0.047 0.094 -0.052 -0.010 -1.446 0.099 0.080 -0.967 -0.681 0.646 0.894 0.052 0.077 0.957 -1.047 0.883 -0.558 -0.197 0.179 -0.057 0.667 0.106 0.053 0.089 0.033 0.104 0.145 -0.067 0.685 0.123 1.004 0.131

***

No. 7
# CHN3O2

2 unconnected molecules or ions with the total composition CHN3O2 in a non-equilibrium geometry (wB97M-V/def2-TZVPD, the OMol25 dataset).

* energy above the lowest of the compared OMol25 structures with the same formula, charge and spin: 20.0 kcal per mole
* E_LUMO: 0.804 eV
* frontier orbital gap: 11.879 eV
* E_tot: -353.4013 hartree
* structure (SMILES): N#[N+][O-].N=C=O

Geometry (Å):
N (2.153, -0.332, 1.098)
O (-0.439, -0.915, -1.065)
N (1.374, 0.360, 0.684)
N (-2.185, 0.587, -0.523)
C (-1.262, -0.104, -0.850)
H (-2.578, 1.451, -0.860)
O (2.937, -1.046, 1.517)

Atom-resolved charges from Löwdin, all expressed in e: -0.314 0.107 0.240 0.187 -0.430 0.085 0.124

***

No. 8
# C3HF5OS

2 unconnected molecules or ions with the total composition C3HF5OS in a non-equilibrium geometry (wB97M-V/def2-TZVPD, the OMol25 dataset).

* E_LUMO (alpha / beta): -0.136 / -1.316 eV
* frontier orbital gap (alpha / beta): 7.425 / 9.573 eV
* 2S+1: 3
* E_tot: -1087.5070 hartree

Geometry (Å):
C (-0.982, -0.072, -0.743)
F (-1.773, 1.665, 0.556)
S (2.048, -1.559, 0.403)
O (-1.394, -0.186, -1.851)
C (1.660, -0.202, -0.687)
F (-2.808, -0.208, 0.797)
F (2.011, -0.215, -2.004)
F (1.698, 1.051, -0.219)
F (-0.890, 0.215, 1.584)
C (-1.666, 0.372, 0.528)
H (2.097, -0.862, 1.636)

Atom-resolved charges from Löwdin, all expressed in e: -0.022 0.194 0.792 0.179 -0.767 0.201 0.021 0.030 0.140 -0.701 -0.066

***

No. 9
# C4H6N2O

C4H6N2O in the gas phase (wB97M-V/def2-TZVPD, the OMol25 dataset).

* energy above the lowest of the compared OMol25 structures with the same formula, charge and spin: 45.5 kcal per mole
* E_LUMO: 0.896 eV
* frontier orbital gap: 10.427 eV
* E_tot: -340.7224 hartree
* structure (SMILES): O=C1NC[C@H]2CN12

Geometry (Å):
O (1.501, 2.153, 0.593)
C (-0.719, -0.302, -0.539)
H (-0.949, -0.346, -1.599)
C (0.512, -1.100, -0.112)
H (-2.536, 0.775, 0.036)
N (-0.478, 1.044, -0.048)
H (2.460, -0.103, -0.427)
N (1.491, -0.029, -0.175)
H (0.756, -1.933, -0.772)
C (0.920, 1.161, 0.233)
C (-1.641, 0.305, 0.449)
H (0.435, -1.500, 0.911)
H (-1.752, -0.125, 1.450)

Atom-resolved charges from Löwdin, all expressed in e: 0.084 -0.244 0.137 -0.127 0.110 0.042 0.141 0.067 0.116 -0.510 -0.049 0.119 0.115

***

No. 10
# CH3Cl2OPS

2 unconnected molecules or ions with the total composition CH3Cl2OPS in a non-equilibrium geometry (wB97M-V/def2-TZVPD, the OMol25 dataset).

* energy above the lowest of the compared OMol25 structures with the same formula, charge and spin: 110.3 kcal per mole
* E_LUMO (alpha / beta): -1.558 / -1.531 eV
* frontier orbital gap (alpha / beta): 7.483 / 7.290 eV
* E_tot: -1774.9875 hartree

Geometry (Å):
O (0.376, -1.837, 2.027)
C (0.088, 1.331, -0.745)
H (-0.207, 2.365, -0.564)
S (0.692, -1.652, 0.635)
H (0.374, 1.215, -1.793)
Cl (-0.154, -3.239, -0.420)
P (-1.324, 0.158, -0.351)
H (-1.411, 0.595, 0.982)
Cl (1.568, 1.065, 0.229)

Atom-resolved charges from Löwdin, all expressed in e: -0.594 -0.925 0.017 0.355 0.016 0.084 0.740 -0.132 0.438